A 6-piece molecular cluster, C32H71O13P2S2 overall, computed with the ωB97M-V functional and the def2-TZVPD basis.

Structure (XYZ):
```
120
C32H71O13P2S2 the ωB97M-V functional and the def2-TZVPD basis
C 0.367 3.247 5.743
C 0.023 2.566 4.421
C 0.170 3.187 3.202
C -0.199 2.500 2.044
C -0.672 1.212 2.092
C -1.085 0.430 0.847
C -0.588 1.096 -0.450
C -2.641 0.530 0.795
C -0.797 0.569 3.324
O -1.303 -0.699 3.267
C -0.737 -1.672 4.125
C 0.515 -2.388 3.582
O 0.555 -2.673 2.217
P 1.977 -3.720 2.062
C 3.479 -4.922 1.843
C 4.847 -4.200 1.779
C 5.422 -3.907 0.365
C 5.010 -2.526 -0.230
S 3.826 -2.758 -1.557
O 3.045 -3.949 -1.396
O 3.023 -1.586 -1.675
O 4.743 -2.996 -2.872
O 2.710 -3.105 3.567
C 1.928 -2.033 4.081
P 2.859 -0.546 3.422
O 2.788 0.665 4.534
O 4.425 -1.001 3.447
S 2.460 0.043 1.633
C -0.455 1.265 4.467
H -0.074 4.249 5.721
H -0.033 2.649 6.565
H 1.452 3.345 5.866
H 0.569 4.195 3.119
H -0.067 3.031 1.109
H -0.748 -0.601 0.926
H -0.952 0.536 -1.316
H -1.069 2.084 -0.512
H 0.497 1.243 -0.456
H -3.063 0.053 -0.093
H -2.876 1.603 0.801
H -3.036 0.136 1.738
H -1.501 -2.448 4.232
H -0.522 -1.319 5.143
H 0.394 -3.404 4.026
H 2.695 -2.852 1.181
H 1.360 -4.250 0.841
H 1.329 -4.862 2.695
H 3.517 -5.576 2.725
H 3.355 -5.507 0.923
H 4.867 -3.260 2.345
H 5.582 -4.863 2.264
H 5.182 -4.741 -0.303
H 6.514 -3.865 0.486
H 5.871 -1.943 -0.569
H 4.524 -1.941 0.559
H 4.707 -3.956 -3.006
H 2.003 -2.069 5.181
H 2.235 0.312 5.248
H 4.889 -0.309 2.953
H -0.559 0.768 5.433
C -7.202 3.221 -0.588
C -5.875 2.938 0.101
C -5.523 4.036 1.094
O -4.843 2.820 -0.872
H -7.151 4.159 -1.150
H -7.439 2.430 -1.302
H -8.017 3.294 0.135
H -5.928 1.979 0.619
H -5.421 4.998 0.583
H -4.567 3.822 1.574
H -6.288 4.132 1.867
H -4.779 3.660 -1.342
C -1.411 -4.218 -1.794
C -1.119 -2.725 -1.861
C -0.001 -2.427 -2.849
O -0.768 -2.247 -0.570
H -0.527 -4.764 -1.452
H -2.210 -4.419 -1.078
H -1.708 -4.609 -2.770
H -2.024 -2.187 -2.159
H 0.922 -2.920 -2.542
H 0.205 -1.357 -2.883
H -0.262 -2.767 -3.856
H 0.033 -2.711 -0.282
C -5.169 4.054 -4.456
C -4.884 5.546 -4.482
C -3.755 5.882 -5.443
O -4.540 5.990 -3.164
H -4.288 3.500 -4.120
H -5.975 3.832 -3.754
H -5.455 3.684 -5.442
H -5.786 6.087 -4.772
H -2.829 5.387 -5.143
H -3.557 6.953 -5.442
H -3.999 5.574 -6.462
H -3.742 5.520 -2.897
C 0.100 9.686 -4.831
C -1.166 8.843 -4.866
C -1.635 8.493 -3.460
O -0.929 7.648 -5.611
H 0.914 9.137 -4.349
H 0.429 9.925 -5.843
H -0.059 10.618 -4.286
H -1.954 9.387 -5.390
H -0.873 7.908 -2.936
H -2.539 7.884 -3.496
H -1.844 9.391 -2.877
H -0.235 7.154 -5.162
C 3.679 -10.363 0.674
C 4.046 -8.893 0.820
C 5.205 -8.519 -0.091
O 4.389 -8.613 2.173
H 4.524 -11.001 0.952
H 2.852 -10.617 1.338
H 3.389 -10.599 -0.351
H 3.181 -8.273 0.583
H 6.099 -9.098 0.163
H 5.458 -7.464 0.031
H 4.960 -8.700 -1.140
H 5.154 -9.148 2.410
```

Computed properties:
Charge: -1
Orbital gap, eV: 6.33
E_HOMO, eV: -4.23

***

A 2-piece molecular cluster, C3H9NO2 overall, computed with the ωB97M-V functional and the def2-TZVPD basis.

Structure (XYZ):
```
15
C3H9NO2 the ωB97M-V functional and the def2-TZVPD basis
C -0.809 0.438 1.979
C 0.571 -0.168 1.953
O 1.021 -0.797 2.893
N 1.266 -0.038 0.790
H 2.182 -0.455 0.736
H 0.986 0.604 0.069
H -1.458 -0.202 1.391
H -0.835 1.438 1.558
H -1.128 0.445 3.009
C 0.007 -0.341 -2.575
O -0.784 0.258 -1.536
H -1.698 0.307 -1.824
H 0.799 0.365 -2.824
H 0.461 -1.244 -2.172
H -0.580 -0.609 -3.448
```

Computed properties:
Energy relative to the best compared isomer or geometry (same formula, charge and spin), kJ/mol: 80.09
Orbital gap, eV: 10.11
SMILES: CC(N)=O.CO
E_HOMO, eV: -9.49

***

C48H43F3GeInN6O3S4Te as an isolated structure, computed with the ωB97M-V functional and the def2-TZVPD basis.

Structure (XYZ):
```
110
C48H43F3GeInN6O3S4Te the ωB97M-V functional and the def2-TZVPD basis
In 0.874 0.167 -0.706
C 0.077 0.741 5.939
O 0.009 -0.082 4.787
C -1.046 0.006 4.000
S -2.315 1.009 4.199
S -0.849 -1.140 2.681
H 1.131 0.831 6.195
H -0.459 0.270 6.767
H -0.362 1.723 5.742
C 1.885 -4.967 -3.363
C 2.417 -3.689 -3.290
C 2.462 -3.029 -2.076
C 1.986 -3.631 -0.917
C 1.469 -4.919 -0.999
C 1.424 -5.584 -2.212
Ge 1.822 -2.545 0.754
C 3.594 -1.846 1.374
C 3.613 -0.807 2.298
C 4.807 -0.243 2.711
C 6.004 -0.714 2.195
C 5.995 -1.751 1.278
C 4.798 -2.312 0.864
C 1.083 -3.662 2.247
C -0.129 -4.332 2.120
C -0.707 -4.959 3.208
C -0.107 -4.877 4.454
C 1.092 -4.200 4.598
C 1.685 -3.605 3.500
H 1.834 -5.481 -4.313
H 2.790 -3.207 -4.183
H 2.874 -2.027 -2.023
H 1.108 -5.410 -0.105
H 1.026 -6.588 -2.262
H 2.675 -0.424 2.686
H 4.804 0.584 3.407
H 6.941 -0.268 2.499
H 6.926 -2.119 0.871
H 4.800 -3.106 0.126
H -0.634 -4.352 1.160
H -1.635 -5.501 3.089
H -0.576 -5.331 5.315
H 1.566 -4.128 5.567
H 2.627 -3.085 3.612
C -2.710 -3.763 -5.437
C -2.026 -3.045 -4.321
C -0.890 -2.275 -4.539
C -0.290 -1.632 -3.470
N -0.747 -1.708 -2.230
C -1.817 -2.459 -2.012
C -2.495 -3.132 -3.012
H -2.327 -3.438 -6.401
H -3.785 -3.598 -5.405
H -2.536 -4.833 -5.338
H -0.482 -2.177 -5.535
H 0.592 -1.020 -3.613
H -2.148 -2.512 -0.980
H -3.372 -3.718 -2.779
Te -2.623 -0.555 1.231
C -4.058 -2.021 1.804
C -5.396 -1.760 1.862
C -6.188 -2.913 2.043
C -5.444 -4.045 2.111
S -3.765 -3.725 1.929
H -5.788 -0.761 1.784
H -7.259 -2.902 2.123
H -5.777 -5.047 2.295
N -3.801 6.254 -0.477
C -4.721 7.038 -1.117
C -5.167 8.333 -0.908
C -6.170 8.789 -1.739
C -6.692 7.994 -2.766
C -6.237 6.716 -2.996
C -5.248 6.221 -2.151
N -4.657 4.993 -2.107
C -3.816 5.029 -1.100
C -2.992 3.909 -0.723
C -2.006 3.956 0.267
C -1.252 2.822 0.512
N -1.414 1.683 -0.151
C -2.345 1.639 -1.108
C -3.161 2.699 -1.414
H -3.255 6.514 0.327
H -4.756 8.952 -0.125
H -6.566 9.782 -1.593
H -7.476 8.401 -3.388
H -6.633 6.104 -3.791
H -1.830 4.847 0.850
H -0.474 2.819 1.264
H -2.435 0.685 -1.618
H -3.936 2.632 -2.160
F 4.207 2.157 -1.722
C 4.073 1.689 -0.468
F 5.297 1.610 0.055
F 3.642 0.401 -0.621
C 3.055 2.589 0.376
O 3.536 3.520 0.978
O 1.866 2.232 0.253
C 0.931 4.412 -2.009
N -0.098 3.861 -2.846
C -1.264 4.477 -3.221
C -1.943 3.641 -4.036
N -1.184 2.503 -4.155
C -0.039 2.641 -3.432
S 1.224 1.565 -3.383
H 0.644 5.419 -1.724
H 1.883 4.438 -2.546
H 1.061 3.802 -1.112
H -1.527 5.455 -2.877
H -2.890 3.770 -4.516
H -1.399 1.682 -4.693
```

Computed properties:
Spin multiplicity: 2
Energy relative to the best compared isomer or geometry (same formula, charge and spin), kJ/mol: 73.28
Orbital gap (spin up / spin down), eV: 5.13 / 6.47
E_HOMO (spin up / spin down), eV: -5.94 / -7.36

***

The records above give, respectively, maximum force values of 4.5 0.7 1.5 eV Å⁻¹.